Computed, not measured: one molecule with the formula C7H8O4, with wB97M-V/def2-TZVPD.

```
19
Properties=species:S:1:pos:R:3:forces:R:3:mulliken_charge:R:1
O 2.940 1.518 0.506 2.364 1.070 0.506 -0.5212
C 2.068 0.816 0.158 -5.657 -0.301 -0.251 0.0821
C 0.611 1.315 0.052 1.578 3.517 0.574 -0.2787
C -0.468 0.543 -0.041 -0.627 2.021 -0.838 0.4114
C -1.828 1.335 -0.228 0.340 -6.682 4.472 -1.1738
O -2.910 0.370 -0.341 0.429 1.554 0.296 -0.5264
C -0.428 -0.927 0.025 -1.009 -2.525 1.103 0.6782
O -0.881 -1.272 1.356 0.202 4.522 0.264 -0.5815
C 1.013 -1.508 -0.123 -3.619 14.412 -2.271 -1.2275
O 1.616 -0.998 -1.339 1.119 -1.245 -0.845 -0.4734
C 2.159 -0.652 -0.116 1.973 2.100 2.648 0.3293
H 0.565 2.613 0.183 -0.161 -4.081 -0.648 0.1305
H -1.668 1.928 -0.985 0.113 3.453 -4.050 0.5847
H -1.934 1.764 0.737 -0.576 1.004 0.451 0.4137
H -2.850 -0.033 -1.197 -0.057 -0.255 -0.738 0.3045
H -1.300 -1.489 -0.526 2.234 1.294 -0.434 0.2366
H -0.836 -2.159 1.498 0.163 -3.969 0.404 0.3090
H 1.036 -2.379 -0.097 0.932 -14.045 1.033 0.9932
H 3.095 -0.785 0.477 0.260 -1.843 -1.674 0.3093
```
Forces are in eV/Å.

Summary:
- SMILES = O=C1C=C(CO)[C@H](O)[C@H]2O[C@@H]12
- ΔE to the lowest compared entry with this formula, charge and spin (eV) = 5.971
- lowest unoccupied orbital energy (Ha) = 0.009